{"formula": "C43H61F5N3O4SeW", "method": "the ωB97M-V functional and the def2-TZVPD basis", "symbols": ["W", "C", "N", "C", "C", "C", "N", "C", "C", "C", "C", "C", "C", "C", "O", "C", "C", "C", "C", "C", "C", "C", "C", "C", "C", "C", "C", "C", "C", "C", "O", "C", "C", "C", "C", "C", "C", "C", "C", "H", "H", "H", "H", "H", "H", "H", "H", "H", "H", "H", "H", "H", "H", "H", "H", "H", "H", "H", "H", "H", "H", "H", "H", "H", "H", "H", "H", "H", "H", "H", "H", "H", "H", "H", "H", "H", "H", "H", "H", "H", "H", "H", "H", "H", "H", "H", "H", "H", "H", "H", "H", "H", "H", "Se", "C", "N", "C", "C", "O", "H", "H", "H", "H", "H", "H", "H", "F", "C", "C", "F", "C", "F", "C", "O", "C", "F", "C", "F"], "xyz": [[-0.625, -1.551, 0.627], [-3.356, -3.037, -0.314], [-1.930, -3.445, -0.135], [-1.976, -4.528, 0.890], [-1.394, -4.089, -1.379], [-0.271, -3.307, -2.040], [-0.403, -1.867, -1.756], [0.793, -1.162, -2.319], [2.014, -1.005, -1.467], [3.280, -1.378, -1.886], [4.397, -0.891, -1.220], [4.181, 0.095, -0.256], [2.926, 0.536, 0.163], [1.837, -0.176, -0.361], [0.554, -0.071, 0.086], [2.770, 1.901, 0.851], [2.092, 2.814, -0.190], [1.913, 1.898, 2.117], [4.122, 2.515, 1.222], [5.823, -1.322, -1.555], [6.468, -1.913, -0.293], [6.640, -0.112, -2.027], [5.854, -2.383, -2.656], [-1.542, -1.387, -2.611], [-1.949, 0.033, -2.381], [-2.082, 0.891, -3.469], [-2.489, 2.200, -3.296], [-2.765, 2.616, -1.991], [-2.654, 1.802, -0.873], [-2.224, 0.477, -1.097], [-2.044, -0.392, -0.069], [-2.960, 2.342, 0.529], [-4.006, 1.471, 1.236], [-3.506, 3.770, 0.478], [-1.664, 2.359, 1.354], [-2.648, 3.183, -4.452], [-4.122, 3.603, -4.553], [-2.225, 2.571, -5.788], [-1.779, 4.423, -4.195], [-3.738, -2.690, 0.641], [-3.938, -3.899, -0.649], [-3.459, -2.223, -1.019], [-2.480, -4.182, 1.784], [-0.967, -4.850, 1.135], [-2.538, -5.372, 0.482], [-2.225, -4.240, -2.069], [-1.019, -5.078, -1.125], [-0.303, -3.463, -3.123], [0.704, -3.634, -1.690], [0.448, -0.152, -2.546], [1.045, -1.645, -3.268], [3.378, -2.026, -2.749], [5.051, 0.574, 0.169], [1.087, 2.456, -0.423], [2.673, 2.840, -1.114], [2.012, 3.832, 0.196], [0.958, 1.407, 1.960], [1.712, 2.928, 2.419], [2.455, 1.419, 2.937], [4.732, 2.730, 0.343], [4.692, 1.868, 1.892], [3.950, 3.461, 1.739], [6.521, -1.178, 0.511], [7.485, -2.246, -0.511], [5.897, -2.771, 0.069], [6.720, 0.653, -1.253], [6.184, 0.344, -2.908], [7.653, -0.423, -2.289], [5.298, -3.278, -2.369], [6.886, -2.680, -2.845], [5.445, -2.003, -3.594], [-2.376, -2.073, -2.500], [-1.213, -1.490, -3.650], [-1.851, 0.511, -4.456], [-3.085, 3.638, -1.848], [-4.909, 1.371, 0.629], [-4.290, 1.938, 2.182], [-3.626, 0.478, 1.441], [-4.412, 3.834, -0.127], [-2.772, 4.476, 0.084], [-3.759, 4.092, 1.489], [-1.239, 1.361, 1.435], [-1.865, 2.734, 2.362], [-0.916, 3.009, 0.894], [-4.757, 2.739, -4.754], [-4.254, 4.322, -5.364], [-4.468, 4.070, -3.631], [-2.843, 1.710, -6.052], [-1.178, 2.259, -5.774], [-2.339, 3.312, -6.579], [-2.098, 4.966, -3.305], [-1.848, 5.109, -5.042], [-0.732, 4.144, -4.066], [1.081, -3.053, 0.811], [0.018, 0.789, 4.803], [1.007, -0.194, 4.376], [2.163, -0.385, 5.241], [0.919, -0.808, 3.226], [-0.062, -0.654, 2.459], [0.510, 1.750, 4.952], [-0.430, 0.469, 5.744], [-0.751, 0.888, 4.043], [1.827, -0.652, 6.242], [2.744, 0.536, 5.294], [2.790, -1.184, 4.852], [1.714, -1.510, 2.967], [-3.060, -2.286, 7.329], [-2.786, -2.244, 6.031], [-3.709, -1.726, 5.135], [-4.877, -1.278, 5.574], [-3.411, -1.677, 3.788], [-4.327, -1.203, 2.945], [-2.183, -2.117, 3.279], [-1.965, -2.002, 1.967], [-1.306, -2.694, 4.195], [-0.158, -3.247, 3.784], [-1.589, -2.734, 5.551], [-0.696, -3.260, 6.389]], "atomic_forces_ev_per_a": [[0.2, 0.2, -0.8], [0.0, 0.0, 0.0], [-0.1, -0.1, 0.1], [0.0, 0.0, 0.0], [-0.1, 0.1, -0.1], [0.0, 0.0, 0.0], [0.0, 0.0, -0.1], [0.1, -0.1, 0.0], [-0.1, 0.0, 0.1], [0.0, 0.1, 0.0], [0.0, 0.0, 0.0], [0.0, 0.0, 0.0], [-0.1, 0.1, 0.0], [0.2, -0.2, 0.0], [-0.4, -0.1, 0.1], [-0.1, 0.1, 0.0], [0.0, 0.0, 0.0], [0.1, 0.0, 0.0], [0.0, 0.0, 0.0], [0.0, 0.0, 0.0], [0.0, 0.0, 0.0], [0.0, 0.0, 0.0], [0.0, 0.0, 0.0], [0.0, 0.0, 0.0], [-0.1, -0.1, 0.1], [0.0, 0.0, 0.0], [0.0, 0.1, 0.0], [0.0, -0.1, -0.1], [0.0, -0.1, 0.1], [0.1, 0.2, 0.0], [0.2, -0.2, 0.2], [0.1, 0.0, 0.0], [-0.1, 0.0, -0.1], [0.0, 0.0, 0.0], [0.0, 0.0, 0.0], [0.0, 0.0, 0.0], [0.0, 0.0, 0.0], [0.0, 0.0, 0.0], [0.0, 0.0, 0.0], [0.0, 0.0, 0.0], [0.0, 0.0, 0.0], [0.0, 0.0, 0.0], [0.0, 0.0, 0.0], [0.0, 0.0, 0.0], [0.0, 0.0, 0.0], [0.0, 0.0, 0.0], [0.0, 0.0, 0.0], [0.0, 0.0, 0.0], [0.0, 0.0, 0.0], [0.0, 0.0, 0.0], [0.0, 0.0, 0.0], [0.0, 0.0, 0.0], [0.0, 0.0, 0.0], [0.0, 0.0, 0.0], [0.0, 0.0, 0.0], [0.0, 0.0, 0.0], [0.0, 0.0, 0.0], [0.0, 0.0, 0.0], [0.0, 0.0, 0.0], [0.0, 0.0, 0.0], [0.0, 0.0, 0.0], [0.0, 0.0, 0.0], [0.0, 0.0, 0.0], [0.0, 0.0, 0.0], [0.0, 0.0, 0.0], [0.0, 0.0, 0.0], [0.0, 0.0, 0.0], [0.0, 0.0, 0.0], [0.0, 0.0, 0.0], [0.0, 0.0, 0.0], [0.0, 0.0, 0.0], [0.0, 0.0, 0.1], [0.0, 0.0, 0.0], [0.0, 0.0, 0.0], [0.0, 0.0, 0.0], [0.0, 0.0, 0.0], [0.0, 0.0, 0.0], [0.0, -0.1, 0.0], [0.0, 0.0, 0.0], [0.0, 0.0, 0.0], [0.0, 0.0, 0.0], [0.0, 0.0, 0.0], [0.0, 0.0, 0.0], [0.0, 0.0, 0.0], [0.0, 0.0, 0.0], [0.0, 0.0, 0.0], [0.0, 0.0, 0.0], [0.0, 0.0, 0.0], [0.0, 0.0, 0.0], [0.0, 0.0, 0.0], [0.0, 0.0, 0.0], [0.0, 0.0, 0.0], [0.0, 0.0, 0.0], [0.0, 0.0, 0.1], [0.0, 0.0, 0.0], [0.0, 0.0, 0.1], [0.0, 0.0, 0.0], [-0.1, -0.2, 0.0], [0.0, 0.2, 0.0], [0.0, 0.0, 0.0], [0.0, 0.0, 0.0], [0.0, 0.0, 0.0], [0.0, 0.0, 0.0], [0.0, 0.0, 0.0], [0.0, 0.0, 0.0], [0.0, 0.0, 0.0], [0.0, 0.0, 0.0], [-0.1, 0.0, 0.0], [0.0, 0.0, 0.0], [0.0, 0.0, 0.0], [0.1, 0.0, -0.1], [0.0, 0.0, 0.0], [-0.1, 0.1, 0.0], [-0.2, -0.3, 0.3], [-0.1, 0.0, 0.0], [0.1, 0.0, -0.1], [0.1, 0.0, 0.0], [0.0, 0.0, 0.0]], "lowdin_charge": [1.611, -0.052, -0.325, -0.092, -0.160, -0.219, -0.218, -0.097, -0.200, 0.024, -0.151, 0.030, -0.069, -0.309, -0.275, -0.511, -0.025, -0.040, -0.058, -0.558, -0.041, -0.040, -0.065, -0.108, -0.146, 0.026, -0.151, 0.037, -0.061, -0.227, -0.255, -0.518, -0.032, -0.060, -0.033, -0.558, -0.039, -0.067, -0.042, 0.087, 0.108, 0.075, 0.085, 0.048, 0.108, 0.128, 0.125, 0.137, 0.063, 0.141, 0.142, 0.115, 0.097, 0.075, 0.097, 0.092, 0.047, 0.099, 0.081, 0.090, 0.090, 0.092, 0.079, 0.089, 0.090, 0.077, 0.093, 0.089, 0.088, 0.089, 0.087, 0.109, 0.135, 0.112, 0.096, 0.101, 0.091, 0.052, 0.093, 0.088, 0.089, 0.044, 0.093, 0.088, 0.092, 0.089, 0.080, 0.086, 0.088, 0.089, 0.078, 0.088, 0.091, 0.612, 0.013, -0.145, -0.003, -0.308, -0.213, 0.105, 0.103, 0.088, 0.103, 0.099, 0.103, 0.110, 0.145, -0.140, -0.135, 0.148, -0.125, 0.126, -0.218, -0.292, -0.150, 0.076, -0.141, 0.134], "de_lowest_kcal_mol": 0.0, "energy_ev": -138997.94312, "charge": 1, "homo_ev": -10.49, "gap_ev": 6.80}